The following is a quantum chemistry calculation of C13H21BaN6O5P as an isolated structure, from the Open Molecules 2025 dataset.

- Frontier orbital gap: 8.6 eV
- LUMO: 0.1 eV
- HOMO level: -8.557 eV
- E: -42982.9917 eV

Element x y z (Å)
Ba (-0.2490, -1.2589, -2.0616)
C (-1.2136, 4.6497, 0.9443)
N (-0.1419, 3.9210, 1.6228)
C (-0.7163, 3.2222, 2.7717)
N (-1.8317, 2.3418, 2.4366)
C (-2.8491, 3.1224, 1.7340)
N (-2.3448, 3.8150, 0.5501)
C (-1.9724, 2.8700, -0.5013)
P (-0.6162, 1.7066, 0.0129)
C (0.5308, 2.9916, 0.7145)
C (-1.3906, 1.2049, 1.6307)
H (-0.8057, 5.1426, 0.0596)
H (-1.5816, 5.4166, 1.6296)
H (-1.0802, 3.9757, 3.4739)
H (0.0657, 2.6394, 3.2629)
H (-3.2337, 3.8747, 2.4263)
H (-3.6681, 2.4631, 1.4428)
H (-1.6534, 3.4239, -1.3880)
H (-2.8419, 2.2737, -0.7875)
H (0.9830, 3.5548, -0.1056)
H (1.3425, 2.4915, 1.2490)
H (-0.6691, 0.6153, 2.2036)
H (-2.2472, 0.5575, 1.4231)
N (3.2282, -2.9001, -1.1409)
C (2.6152, -2.8473, 0.0687)
C (3.2695, -3.2945, 1.2340)
C (2.5921, -3.2750, 2.4264)
C (1.2709, -2.8239, 2.4734)
C (0.7090, -2.3967, 1.2946)
N (1.3579, -2.3882, 0.1192)
H (4.2023, -3.1326, -1.1885)
H (2.7849, -2.5641, -1.9911)
H (4.2870, -3.6575, 1.1754)
H (3.0832, -3.6201, 3.3274)
H (0.7065, -2.8121, 3.3937)
H (-0.3167, -2.0404, 1.2638)
C (1.8033, -3.6752, -5.1524)
C (1.1453, -2.5743, -4.3498)
O (-0.0962, -2.4030, -4.4424)
O (1.8924, -1.8830, -3.5828)
H (1.0584, -4.2907, -5.6482)
H (2.4253, -4.2820, -4.4950)
H (2.4591, -3.2247, -5.8985)
O (-4.0242, -0.9903, -0.1517)
N (-3.0993, -1.2323, -0.8971)
O (-2.8055, -0.4536, -1.8565)
O (-2.3640, -2.2539, -0.7260)

Forces on the atoms, in the same order (eV/Å):
Ba -0.041 0.004 -0.057
C -0.002 -0.008 0.002
N 0.029 0.013 -0.003
C -0.004 -0.001 -0.005
N 0.007 -0.005 0.010
C -0.009 0.007 0.007
N 0.002 0.022 -0.012
C 0.003 -0.013 -0.009
P 0.022 -0.224 -0.131
C -0.080 0.009 0.038
C 0.007 -0.038 -0.002
H 0.000 0.000 -0.002
H -0.002 -0.001 -0.005
H 0.000 -0.005 0.000
H 0.000 -0.001 0.000
H -0.002 -0.005 -0.001
H 0.002 -0.003 -0.004
H -0.002 0.003 0.003
H 0.002 -0.012 -0.006
H 0.004 -0.002 -0.001
H 0.005 0.003 -0.006
H 0.000 0.007 0.001
H -0.006 -0.007 -0.006
N 0.002 0.055 0.039
C -0.021 -0.081 -0.001
C 0.022 0.015 0.038
C 0.027 -0.011 -0.015
C -0.023 0.026 0.011
C 0.077 0.040 -0.009
N -0.167 0.059 -0.345
H -0.007 -0.021 0.024
H 0.008 0.051 -0.021
H 0.001 0.006 -0.015
H -0.002 -0.002 0.000
H -0.015 0.004 -0.010
H -0.018 -0.032 0.025
C -0.032 0.087 -0.058
C 0.150 -0.187 -0.141
O 0.141 0.104 0.253
O -0.221 -0.036 0.229
H 0.003 -0.006 -0.004
H 0.001 -0.009 -0.004
H 0.006 -0.002 0.007
O 0.025 -0.021 -0.065
N -0.089 0.079 0.170
O 0.096 -0.028 0.109
O 0.100 0.168 -0.029

For each atom in turn, the Mulliken charge in e is: atom 1 (Ba): 1.790, atom 2 (C): -0.912, atom 3 (N): 0.079, atom 4 (C): -0.960, atom 5 (N): 0.107, atom 6 (C): -0.981, atom 7 (N): 0.077, atom 8 (C): -0.782, atom 9 (P): 0.374, atom 10 (C): -0.911, atom 11 (C): -0.758, atom 12 (H): 0.398, atom 13 (H): 0.299, atom 14 (H): 0.300, atom 15 (H): 0.397, atom 16 (H): 0.285, atom 17 (H): 0.425, atom 18 (H): 0.461, atom 19 (H): 0.365, atom 20 (H): 0.410, atom 21 (H): 0.391, atom 22 (H): 0.459, atom 23 (H): 0.447, atom 24 (N): -0.300, atom 25 (C): 0.592, atom 26 (C): -0.652, atom 27 (C): -0.228, atom 28 (C): -0.787, atom 29 (C): -0.428, atom 30 (N): 0.036, atom 31 (H): 0.174, atom 32 (H): 0.148, atom 33 (H): 0.287, atom 34 (H): 0.389, atom 35 (H): 0.411, atom 36 (H): 0.506, atom 37 (C): -0.995, atom 38 (C): 0.952, atom 39 (O): -0.867, atom 40 (O): -0.969, atom 41 (H): 0.290, atom 42 (H): 0.271, atom 43 (H): 0.305, atom 44 (O): -0.585, atom 45 (N): 1.214, atom 46 (O): -0.744, atom 47 (O): -0.782